# 1
73
Properties=species:S:1:pos:R:3:nbo_charge:R:1 method="wB97M-V/def2-TZVPD" energy_ev=-54830.4667 molar_mass_g_mol=522.09 gap_ev=8.9253 smiles="O=C(c1ccccc1)N1CCC(C[C@H]2CC(c3ccc(Cl)cc3)=NO2)(C(=O)NCC2CCCCC2)CC1" e_homo_ev=-8.45 lumo_energy_ev=0.5
O -4.28515 -1.20813 -0.39047 -0.629
C -3.30587 -1.90178 -0.59801 0.675
N -2.45161 -1.65970 -1.62386 -0.451
C -1.14189 -2.24473 -1.75836 -0.211
H -0.98070 -2.45261 -2.82218 0.190
C -0.05715 -1.28049 -1.23307 -0.418
H 0.18224 -1.52701 -0.19844 0.243
H 0.84169 -1.39254 -1.83976 0.203
C -0.55449 0.17489 -1.27518 -0.133
C -1.38655 0.34345 -2.55534 -0.406
C -2.66219 -0.50444 -2.47148 -0.226
H -2.96067 -0.84062 -3.47263 0.196
H -3.49332 0.05352 -2.03465 0.246
H -1.64242 1.38765 -2.74145 0.209
H -0.77239 0.01503 -3.39738 0.212
C 0.60914 1.18197 -1.27922 -0.392
C 1.46679 1.17412 -0.01052 0.070
C 2.65211 0.20032 -0.00794 -0.494
C 3.80808 1.17008 0.12660 0.151
N 3.42049 2.38465 0.18242 -0.075
O 2.07543 2.48508 0.11844 -0.355
C 5.20544 0.79364 0.16756 -0.014
C 6.19014 1.78003 0.27548 -0.172
C 7.52578 1.44098 0.31489 -0.231
C 7.89280 0.10357 0.24639 -0.039
C 6.93262 -0.89040 0.14052 -0.221
C 5.59554 -0.54440 0.10166 -0.211
H 4.85354 -1.32395 0.02166 0.216
H 7.23196 -1.92559 0.08987 0.227
Cl 9.56437 -0.32737 0.29416 0.010
H 8.28424 2.20332 0.39881 0.229
H 5.88009 2.81119 0.32787 0.236
H 2.61443 -0.49751 0.82771 0.237
H 2.73170 -0.36474 -0.93765 0.221
H 0.82940 1.04120 0.86883 0.212
H 0.20134 2.19243 -1.36872 0.223
H 1.24527 1.00714 -2.15147 0.208
C -1.38935 0.42971 -0.00292 0.711
O -1.24325 -0.24008 1.00393 -0.670
N -2.23848 1.46321 -0.05103 -0.619
H -2.30266 2.05238 -0.86289 0.397
C -3.12850 1.75032 1.05618 -0.202
H -3.56160 0.79990 1.38358 0.222
H -2.54524 2.15995 1.89029 0.195
C -4.23647 2.72355 0.66264 -0.226
C -5.12247 2.14694 -0.44372 -0.401
C -6.26864 3.09617 -0.78178 -0.393
C -7.10457 3.39890 0.45646 -0.396
C -6.22412 3.99797 1.54764 -0.393
C -5.08780 3.04133 1.89401 -0.393
H -4.45914 3.47813 2.67322 0.207
H -5.50585 2.11071 2.28282 0.201
H -6.81933 4.20117 2.44008 0.208
H -5.80916 4.94726 1.19976 0.192
H -7.91055 4.09089 0.20323 0.206
H -7.55614 2.47460 0.82216 0.196
H -6.89633 2.65067 -1.55605 0.209
H -5.86204 4.03094 -1.17804 0.189
H -4.53263 1.97094 -1.34658 0.191
H -5.51657 1.18253 -0.11946 0.224
H -3.77814 3.65499 0.30506 0.188
H -1.10469 -3.18864 -1.21498 0.235
C -3.02645 -3.13375 0.20379 -0.065
C -3.37192 -4.37660 -0.31610 -0.213
C -3.18865 -5.51923 0.44214 -0.215
C -2.65988 -5.42681 1.71907 -0.211
C -2.31825 -4.18932 2.23797 -0.209
C -2.50613 -3.04107 1.48774 -0.205
H -2.23263 -2.07362 1.87865 0.249
H -1.90627 -4.11623 3.23372 0.214
H -2.51690 -6.32034 2.30927 0.213
H -3.46063 -6.48282 0.03630 0.214
H -3.78880 -4.44319 -1.31125 0.214

***

# 2
111
Properties=species:S:1:pos:R:3:mulliken_charge:R:1 method="wB97M-V/def2-TZVPD" energy_ev=-166228.1264 molar_mass_g_mol=1350.51 gap_ev=8.7452 smiles="CCN(CC[C@H]1OS(=O)(=O)C[C@@H]([PH2]=N)[C@@H]1I)C(C)=O.FC(F)C(F)(F)COC(F)(F)C(F)F.FC(F)C(F)(F)COC(F)(F)C(F)F.FC(F)C(F)(F)COC(F)(F)C(F)F.FC(F)C(F)(F)COC(F)(F)C(F)F" e_homo_ev=-9.27 lumo_energy_ev=-0.5
C -0.49426 2.94170 6.84562 -0.698
C -0.87395 4.30332 6.01838 0.201
N -2.32546 4.46329 5.65005 0.414
C -2.84810 3.38141 4.74009 -0.372
C -2.97110 3.83893 3.14400 -0.913
C -1.52356 3.80910 2.34697 0.444
O -0.82331 5.05052 2.70383 -0.311
S 0.73092 5.15348 2.01767 1.025
O 0.66419 6.06122 0.75581 -0.636
O 1.61125 5.95068 3.05789 -0.563
C 1.60287 3.51864 1.75305 -0.691
C 0.56748 2.25257 1.47391 0.184
P 1.56782 0.62787 1.68153 0.153
N 1.03018 -0.60407 0.75156 -0.466
C -0.66229 2.43123 2.55733 -1.019
I -1.94711 0.62824 2.28713 0.214
C -3.22347 4.75065 6.82745 0.254
C -4.30347 6.01926 6.67842 -0.823
O -3.26953 4.09395 7.98850 -0.538
H -0.02423 2.18830 6.04757 0.202
H -1.41484 2.38601 7.31145 0.303
H 0.37731 3.15200 7.61914 0.107
H -0.11526 4.38494 5.12370 -0.616
H -0.60811 5.21554 6.74137 0.369
H -3.97464 3.17548 5.07803 0.318
H -2.30234 2.34970 4.81100 0.180
H -3.76961 3.09237 2.67027 0.320
H -3.38767 4.93623 3.13973 0.315
H -1.80033 3.85526 1.18676 0.349
H 2.18545 3.23515 2.75491 0.306
H 2.41094 3.61440 0.91179 0.413
H 0.15667 2.35454 0.36362 0.325
H 1.56843 0.19118 3.08476 0.128
H 2.92996 0.91373 1.26589 0.111
H 1.80880 -0.88234 0.08203 0.122
H -0.16998 2.35316 3.63224 0.097
H -3.94778 6.97986 7.24689 0.280
H -5.36497 5.65785 7.04200 0.295
H -4.42292 6.27348 5.52561 0.199
C 2.23406 -3.70289 -3.89698 -0.694
C 3.27265 -4.77512 -3.53543 0.837
C 2.72559 -6.19098 -3.39441 0.146
F 1.73938 -6.28984 -2.47566 -0.184
F 3.70638 -7.04726 -2.98566 -0.305
F 3.94220 -4.38296 -2.42006 -0.283
F 4.20586 -4.78606 -4.53841 -0.317
O 1.65913 -2.96399 -2.80768 -0.399
C 0.60003 -3.62759 -2.11774 0.767
C 0.98893 -4.07202 -0.69626 0.444
F 2.13511 -4.79244 -0.68199 -0.227
F 0.01814 -4.85627 -0.14795 -0.266
F 0.14665 -4.64277 -2.88692 -0.332
F -0.42042 -2.72834 -2.04989 -0.279
H 2.76748 -2.94102 -4.47950 0.506
H 1.46301 -4.07965 -4.57970 0.443
H 2.34322 -6.56742 -4.34847 0.252
H 1.13284 -3.20315 -0.05001 0.061
C 5.33022 6.11458 8.35660 -0.710
C 4.24622 5.98621 9.43712 0.899
C 3.76991 4.56539 9.71682 0.071
F 3.28996 3.94069 8.61869 -0.161
F 2.74900 4.56968 10.62234 -0.287
F 3.21149 6.80944 9.12449 -0.258
F 4.77423 6.48577 10.59842 -0.334
O 4.88461 6.40830 7.02309 -0.408
C 4.40768 5.28484 6.28251 0.591
C 2.88631 5.31493 6.05029 0.438
F 2.19732 5.49458 7.20179 -0.238
F 2.45312 4.14310 5.50506 -0.244
F 4.83104 4.15203 6.88688 -0.264
F 5.05174 5.32936 5.08344 -0.296
H 5.93624 6.98767 8.63006 0.413
H 6.03656 5.27583 8.36986 0.321
H 4.57295 3.95109 10.13624 0.248
H 2.61923 6.12791 5.37131 0.229
C -3.11581 -2.90105 -3.72959 -0.516
C -4.19981 -3.02942 -2.64907 0.908
C -4.67612 -4.45023 -2.36937 0.084
F -5.15607 -5.07493 -3.46750 -0.214
F -5.69703 -4.44595 -1.46385 -0.291
F -5.23454 -2.20619 -2.96171 -0.290
F -3.67180 -2.52986 -1.48777 -0.298
O -3.56142 -2.60733 -5.06310 -0.413
C -4.03835 -3.73078 -5.80368 0.735
C -5.55972 -3.70069 -6.03591 0.180
F -6.24871 -3.52104 -4.88441 -0.219
F -5.99291 -4.87253 -6.58113 -0.262
F -3.61499 -4.86359 -5.19932 -0.302
F -3.39429 -3.68627 -7.00276 -0.267
H -2.50979 -2.02796 -3.45613 0.449
H -2.40947 -3.73979 -3.71634 0.195
H -3.87308 -5.06454 -1.94996 0.279
H -5.82680 -2.88772 -6.71489 0.260
C 1.25508 -5.95463 -9.56256 -0.697
C 0.53453 -5.56530 -10.86190 0.851
C 0.84717 -4.16883 -11.38718 0.074
F 0.57581 -3.19241 -10.49305 -0.179
F 0.09219 -3.88902 -12.48898 -0.287
F -0.80138 -5.75222 -10.69900 -0.259
F 0.91676 -6.46700 -11.81992 -0.331
O 0.53731 -5.74649 -8.33595 -0.384
C 0.56002 -4.40782 -7.84045 0.629
C -0.80306 -3.70048 -7.94575 0.626
F -1.32030 -3.77169 -9.19488 -0.265
F -0.69125 -2.37791 -7.63523 -0.285
F 1.55827 -3.73251 -8.45300 -0.292
F 0.92363 -4.50197 -6.53145 -0.401
H 1.39765 -7.04200 -9.60301 0.431
H 2.27165 -5.54688 -9.50874 0.314
H 1.89742 -4.07992 -11.68249 0.286
H -1.52282 -4.15352 -7.26020 -0.013

***

# 3
75
Properties=species:S:1:pos:R:3:mulliken_charge:R:1 method="wB97M-V/def2-TZVPD" energy_ev=-68595.1521 molar_mass_g_mol=762.64 relative_energy_kcal_mol=27.25 gap_ev=6.5244 e_homo_ev=-7.41 lumo_energy_ev=-0.9
Pt -0.62414 -1.17235 -0.47360 1.008
C -2.33170 1.89946 -2.59875 -1.588
C -0.93479 2.39150 -2.25108 0.637
C 0.00498 2.08416 -3.42630 -1.807
P -0.17860 1.63532 -0.73516 0.765
C 0.76358 3.16442 -0.15603 0.464
C 1.39378 2.95322 1.20939 -1.424
C 1.80010 3.68880 -1.13626 -1.643
C -1.44429 1.66854 0.59154 0.482
C -2.31737 2.73564 0.74936 -0.686
C -3.30655 2.72570 1.72206 -0.900
C -3.43998 1.62388 2.55026 -0.730
C -2.58058 0.54521 2.41400 -0.363
C -1.57201 0.56268 1.46548 -0.808
N -0.69090 -0.58626 1.40042 -0.541
C 0.51648 -0.33178 2.08341 0.110
C 0.50025 0.21582 3.37744 -0.781
C 1.67918 0.48079 4.03673 -0.742
C 2.91192 0.22315 3.44247 -1.025
C 2.94135 -0.34177 2.18567 -0.185
C 1.75893 -0.63807 1.50866 0.818
P 1.59591 -1.42611 -0.09937 -0.268
C 2.74191 -0.65827 -1.31812 1.721
C 4.22355 -1.01490 -1.17028 -1.438
C 2.24417 -0.99912 -2.71899 -1.410
C 2.18388 -3.18946 0.05413 1.107
C 2.79205 -3.50901 1.41782 -1.575
C 1.08411 -4.18402 -0.28780 -1.762
H -2.54990 2.15045 -3.63865 0.528
H -2.40956 0.81094 -2.49175 0.142
H -3.09898 2.34971 -1.97197 0.326
H -0.97737 3.47799 -2.09746 0.650
H -0.21428 1.08429 -3.80466 0.433
H -0.17168 2.78886 -4.23923 0.401
H 1.06365 2.11470 -3.17314 0.389
H -0.01611 3.93326 -0.04606 0.549
H 2.15689 2.17758 1.18252 0.178
H 1.87049 3.87776 1.54019 0.575
H 0.65559 2.67510 1.95902 0.191
H 2.60624 2.96622 -1.28432 0.246
H 1.39123 3.94678 -2.10915 0.375
H 2.25102 4.59286 -0.72190 0.456
H -2.24603 3.58228 0.07818 0.345
H -3.98549 3.56218 1.81577 0.425
H -4.22213 1.59617 3.29557 0.418
H -2.68660 -0.33217 3.03814 0.591
H -0.44320 0.44142 3.85163 0.429
H 1.63826 0.90553 5.03013 0.411
H 3.83059 0.45746 3.96083 0.431
H 3.89275 -0.55056 1.71725 0.135
H 2.61225 0.41912 -1.14552 -0.684
H 4.45220 -1.94552 -1.68994 0.373
H 4.83760 -0.23697 -1.62402 0.422
H 4.54583 -1.13015 -0.13729 0.303
H 2.27063 -2.07835 -2.88665 0.348
H 1.22120 -0.65060 -2.87410 0.129
H 2.88340 -0.53800 -3.47277 0.431
H 2.97578 -3.28780 -0.69762 0.364
H 2.04933 -3.40660 2.20822 0.340
H 3.14576 -4.54026 1.42027 0.485
H 3.63174 -2.86444 1.66986 0.315
H 0.27266 -4.14331 0.44004 0.355
H 0.64199 -3.99860 -1.26730 0.299
H 1.50141 -5.19147 -0.28588 0.563
F -1.93231 -3.89661 -0.67005 -0.255
C -2.95504 -3.01598 -0.57906 1.147
C -2.70499 -1.64056 -0.60077 -1.444
C -3.86559 -0.88005 -0.53768 0.854
F -3.80956 0.46170 -0.55165 -0.252
C -5.14786 -1.40469 -0.42968 -0.005
F -6.21459 -0.59657 -0.36051 -0.321
C -5.32674 -2.77426 -0.40061 0.867
F -6.55294 -3.29724 -0.31118 -0.308
C -4.21367 -3.59469 -0.47966 -0.070
F -4.36906 -4.92408 -0.46446 -0.316